Molecular formula: C5H11NO2
Method: DFT, the ωB97M-V functional and the def2-TZVPD basis

total energy: -402.31225 Eh
SMILES: CCN(C=O)CCO
HOMO: -0.345 Ha

The geometry in ORCA input format:
```
! RIJCOSX wB97M-V def2-TZVPD def2/J DEFGRID3
* xyz 0 1
C -1.09 -1.23 -1.58
N -0.11 -0.44 -0.95
C -0.66 0.86 -0.56
C 0.30 2.04 -0.57
C 0.57 -1.24 0.12
C 0.92 -0.58 1.43
O -0.20 -0.12 2.19
O -0.85 -2.37 -1.89
H -2.03 -0.68 -1.74
H -1.49 1.11 -1.22
H -1.15 0.84 0.41
H -0.18 2.98 -0.89
H 1.13 1.93 -1.26
H 0.60 2.31 0.44
H 0.12 -2.22 0.20
H 1.55 -1.48 -0.32
H 1.50 -1.28 2.02
H 1.54 0.30 1.34
H -0.46 -0.73 2.83
*
```

Okay, here come the Mulliken numbers, in e, for every atom: 0.052, -0.037, -0.273, -1.349, -0.469, -0.594, -0.508, -0.519, 0.317, 0.459, 0.279, 0.377, 0.332, 0.329, 0.385, 0.234, 0.437, 0.259, 0.288